Molecular formula: C26H27N3O4S
Method: DFT, ωB97M-V with the def2-TZVPD basis set

```
! RIJCOSX wB97M-V def2-TZVPD def2/J DEFGRID3
* xyz 0 1
C -1.09 2.04 -6.77
C -2.26 2.87 -6.25
C -1.97 3.57 -4.93
C -1.76 2.59 -3.79
O -1.64 3.33 -2.57
C -1.58 2.62 -1.45
O -1.64 1.42 -1.40
C -1.37 3.51 -0.24
S 0.37 3.28 0.29
C 0.32 1.55 0.68
C -0.34 1.05 1.75
C -1.07 1.86 2.62
N -1.71 2.51 3.32
C -0.32 -0.44 2.05
C 0.63 -0.72 3.20
C 0.17 -1.12 4.44
C 1.09 -1.37 5.45
C 2.43 -1.19 5.17
N 2.88 -0.80 3.99
C 2.00 -0.57 3.03
C 0.09 -1.22 0.82
C -0.22 -2.65 0.80
O -0.02 -3.41 -0.12
O -0.78 -3.04 1.96
C -1.10 -4.43 2.07
C -1.48 -4.71 3.51
C 0.74 -0.63 -0.20
C 1.21 -1.31 -1.42
C 2.30 -2.17 -1.40
C 2.75 -2.75 -2.57
C 2.11 -2.47 -3.77
C 1.03 -1.61 -3.80
C 0.58 -1.02 -2.63
N 0.98 0.73 -0.19
H -0.88 1.20 -6.11
H -0.19 2.65 -6.84
H -1.31 1.65 -7.76
H -3.14 2.23 -6.14
H -2.51 3.63 -6.99
H -2.80 4.22 -4.67
H -1.08 4.19 -5.03
H -0.85 1.99 -3.92
H -2.61 1.90 -3.69
H -2.02 3.23 0.59
H -1.48 4.56 -0.50
H -1.33 -0.75 2.36
H -0.89 -1.25 4.61
H 0.76 -1.69 6.43
H 3.19 -1.37 5.92
H 2.42 -0.25 2.09
H -0.24 -5.02 1.76
H -1.93 -4.66 1.39
H -0.65 -4.46 4.17
H -1.71 -5.77 3.63
H -2.34 -4.12 3.80
H 2.79 -2.39 -0.46
H 3.59 -3.43 -2.55
H 2.46 -2.94 -4.68
H 0.53 -1.40 -4.74
H -0.27 -0.36 -2.63
H 1.40 1.15 -1.01
*
```

LUMO energy	-0.06	eV
relative energy (zero: lowest compared OMol25 entry of this formula, charge and spin)	1.4689	eV
HOMO level	-8.391	eV
max |F|	1.2	eV Å⁻¹

How positive or negative is each atom? The natural (NBO) charges in e answer that: -0.608 -0.391 -0.414 -0.074 -0.499 0.787 -0.611 -0.610 0.265 0.132 -0.230 0.288 -0.322 -0.247 -0.051 -0.156 -0.254 0.029 -0.412 0.034 -0.230 0.779 -0.602 -0.523 -0.067 -0.623 0.332 0.000 -0.198 -0.194 -0.207 -0.211 -0.226 -0.613 0.199 0.204 0.215 0.198 0.208 0.213 0.204 0.186 0.193 0.260 0.255 0.241 0.217 0.219 0.192 0.189 0.194 0.185 0.215 0.217 0.210 0.220 0.214 0.214 0.212 0.229 0.426



Molecular formula: C2H4N4S2
Method: DFT, ωB97M-V with the def2-TZVPD basis set

```
! RIJCOSX wB97M-V def2-TZVPD def2/J DEFGRID3
* xyz 0 1
H -2.94 -1.07 -0.10
N -2.81 -0.06 -0.12
C -1.48 0.16 -0.10
N -0.53 -0.84 0.30
N 0.82 -0.70 -0.34
C 1.66 0.30 0.07
S 3.31 0.26 -0.22
N 0.93 1.28 0.60
S -0.63 1.71 -0.33
H -0.88 -1.65 -0.22
H 1.16 -1.60 -0.22
H 1.39 2.22 0.65
*
```

LUMO energy	-0.52	eV
relative energy (zero: lowest compared OMol25 entry of this formula, charge and spin)	2.0773	eV
HOMO level	-8.903	eV
max |F|	4.8	eV Å⁻¹

How positive or negative is each atom? The natural (NBO) charges in e answer that: 0.335 -0.652 0.242 -0.469 -0.454 0.238 -0.167 -0.692 0.423 0.377 0.397 0.422



Molecular formula: C8H9NO5S
Method: DFT, ωB97M-V with the def2-TZVPD basis set

```
! RIJCOSX wB97M-V def2-TZVPD def2/J DEFGRID3
* xyz 0 1
C 0.48 -3.25 0.74
O -0.04 -2.01 0.29
C 0.72 -1.54 -0.73
O 1.61 -2.10 -1.31
C 0.46 -0.06 -1.02
C 1.30 0.63 0.15
O 1.47 0.11 1.22
O 1.64 1.81 -0.27
C 2.40 2.56 0.65
N -0.97 0.54 -0.58
S -1.18 1.42 0.86
C -2.88 1.31 0.65
C -3.23 0.56 -0.43
C -2.12 0.22 -1.30
O -2.18 -0.41 -2.33
H 1.12 -3.53 -0.03
H -0.40 -3.86 1.01
H 1.05 -3.24 1.71
H 0.70 0.23 -2.09
H 1.71 2.94 1.41
H 2.69 3.43 0.02
H 3.38 1.95 0.91
H -3.48 1.86 1.26
H -4.23 0.45 -0.79
*
```

LUMO energy	0.33	eV
relative energy (zero: lowest compared OMol25 entry of this formula, charge and spin)	1.8669	eV
HOMO level	-8.620	eV
max |F|	3.8	eV Å⁻¹

How positive or negative is each atom? The natural (NBO) charges in e answer that: -0.277 -0.485 0.790 -0.572 -0.203 0.794 -0.565 -0.488 -0.281 -0.581 0.574 -0.341 -0.321 0.604 -0.608 0.217 0.195 0.188 0.277 0.205 0.203 0.213 0.229 0.235



Molecular formula: C3H5N2S4
Method: DFT, ωB97M-V with the def2-TZVPD basis set

```
! RIJCOSX wB97M-V def2-TZVPD def2/J DEFGRID3
* xyz 1 1
S 2.27 0.24 -2.40
S 0.36 -0.54 -2.66
C -0.51 -0.36 -1.17
C -1.69 -0.91 -0.77
N -1.80 -0.71 0.57
C -0.73 -0.05 1.03
S -0.47 0.62 2.62
S 1.55 1.11 2.60
N 0.06 0.20 -0.10
H 2.06 1.58 -1.94
H -2.27 -1.49 -1.35
H -2.58 -0.96 1.20
H 2.05 0.42 3.66
H 1.02 0.54 -0.20
*
```

LUMO energy	-3.96	eV
HOMO level	-12.370	eV
max |F|	3.4	eV Å⁻¹

How positive or negative is each atom? The natural (NBO) charges in e answer that: -0.082 0.240 -0.023 -0.085 -0.452 0.225 0.251 -0.084 -0.510 0.155 0.248 0.467 0.185 0.464



Molecular formula: C29H22Cl3MgN8O3S2
Method: DFT, ωB97M-V with the def2-TZVPD basis set

```
! RIJCOSX wB97M-V def2-TZVPD def2/J DEFGRID3
* xyz -1 1
Mg -0.19 1.09 -1.36
N 5.39 1.07 3.68
C 4.79 0.72 2.48
C 3.47 0.25 2.46
C 2.90 -0.16 1.28
C 3.63 -0.10 0.10
C 4.94 0.35 0.10
C 5.52 0.75 1.29
S 2.79 -0.59 -1.38
O 2.05 -1.78 -1.04
O 3.73 -0.68 -2.47
N 1.71 0.58 -1.65
C 2.07 1.85 -1.87
N 1.02 2.64 -2.19
C 1.24 3.93 -2.37
C 2.50 4.48 -2.25
C 3.52 3.59 -1.92
N 3.34 2.29 -1.73
H 4.76 1.31 4.43
H 6.19 1.68 3.61
H 2.89 0.23 3.38
H 1.88 -0.54 1.23
H 5.47 0.39 -0.84
H 6.54 1.12 1.30
H 0.36 4.52 -2.61
H 2.68 5.53 -2.39
H 4.54 3.94 -1.80
Cl -0.07 1.44 6.05
C -0.24 1.14 4.34
C 0.00 2.16 3.44
C -0.12 1.90 2.09
Cl 0.21 3.11 0.91
C -0.47 0.63 1.57
O -0.59 0.42 0.31
C -0.67 -0.38 2.55
Cl -1.02 -1.97 1.99
C -0.56 -0.14 3.91
H 0.27 3.15 3.78
H -0.72 -0.94 4.61
S -2.20 2.47 -1.96
C -3.13 1.03 -1.88
N -4.43 1.07 -1.97
N -5.14 -0.06 -1.68
C -5.09 -0.80 -0.52
C -4.06 -0.68 0.43
C -4.12 -1.38 1.62
C -5.19 -2.22 1.90
C -6.19 -2.37 0.96
C -6.15 -1.68 -0.24
N -2.58 -0.26 -1.83
N -1.39 -0.37 -2.19
C -0.95 -1.69 -2.39
C -1.44 -2.76 -1.64
C -0.94 -4.02 -1.86
C 0.01 -4.24 -2.86
C 0.47 -3.18 -3.61
C 0.02 -1.90 -3.36
H -6.04 -0.04 -2.14
H -3.22 -0.02 0.24
H -3.32 -1.25 2.34
H -5.24 -2.75 2.84
H -7.03 -3.03 1.15
H -6.94 -1.79 -0.97
H -2.17 -2.57 -0.87
H -1.28 -4.85 -1.25
H 0.40 -5.23 -3.03
H 1.23 -3.34 -4.37
H 0.40 -1.05 -3.92
*
```

LUMO energy	1.85	eV
relative energy (zero: lowest compared OMol25 entry of this formula, charge and spin)	0.0000	eV
HOMO level	-4.377	eV
max |F|	1.8	eV Å⁻¹

How positive or negative is each atom? The natural (NBO) charges in e answer that: 1.714 -0.804 0.166 -0.229 -0.162 -0.384 -0.130 -0.290 2.350 -0.955 -0.961 -1.072 0.557 -0.617 0.119 -0.383 0.116 -0.501 0.379 0.373 0.206 0.243 0.240 0.199 0.210 0.219 0.186 -0.035 -0.070 -0.251 -0.118 0.002 0.397 -0.935 -0.131 0.015 -0.252 0.232 0.234 -0.489 0.127 -0.258 -0.422 0.161 -0.222 -0.201 -0.268 -0.201 -0.277 -0.166 -0.303 0.167 -0.207 -0.212 -0.201 -0.194 -0.210 0.374 0.223 0.218 0.201 0.200 0.196 0.239 0.209 0.204 0.211 0.226